Density functional theory data (wB97M-V/def2-TZVPD) for 2 unconnected molecules or ions with the total composition C2H6N4 at a distorted geometry.

Last column: Löwdin charge in e.
Geometry (Å):
C 2.12242 -1.62533 -0.44560  0.033
C -2.71733 1.25315 -0.36284  -0.136
N 1.82629 0.51412 0.72897  0.090
N 1.61199 -0.81831 0.41828  -0.397
N 0.86950 -0.54988 1.38879  0.100
N -1.62519 0.67864 0.02356  0.004
H 2.73411 -1.19019 -1.23579  0.065
H 2.01803 -2.72437 -0.54205  0.076
H -3.73595 1.24152 0.13026  0.074
H -2.65934 1.99499 -1.15346  0.044
H 1.27953 1.03453 0.13452  0.023
H -1.72408 0.19113 0.91536  0.023

max |F| = 3.24 eV/Å
Kohn-Sham gap = 9.503 eV
E_HOMO = -8.37 eV
relative energy (zero: lowest compared OMol25 entry of this formula, charge and spin) = 655.44 kJ/mol
DFT total energy = -8125.2997 eV